{
  "formula": "C3H12N3S",
  "method": "the ωB97M-V functional and the def2-TZVPD basis",
  "e_above_lowest_kj_mol": 351.6,
  "total_charge": 1,
  "gap_ha": 0.3967,
  "multiplicity": 1,
  "homo_energy_ev": -13.80,
  "elements": ["C", "C", "C", "N", "N", "N", "S", "H", "H", "H", "H", "H", "H", "H", "H", "H", "H", "H", "H"],
  "coordinates": [[1.688, -0.336, 0.526], [0.799, 1.426, -0.814], [-0.724, -0.253, 0.202], [-0.919, -1.560, 0.714], [-1.673, -0.192, -1.272], [0.672, -0.032, -0.381], [-0.944, 1.032, 1.447], [1.581, 0.236, 1.522], [1.548, -1.414, 0.740], [2.644, -0.261, 0.064], [-0.100, 1.710, -1.513], [1.117, 1.989, 0.148], [1.724, 1.423, -1.408], [-0.834, -1.557, 1.769], [-0.787, -2.299, 0.064], [-2.003, 0.856, -1.199], [-2.492, -0.782, -1.076], [0.759, -0.578, -1.308], [-2.056, 0.592, 1.775]],
  "lowdin_charge": [-0.08, -0.04, -0.77, 0.05, 0.05, -0.26, 0.92, 0.13, 0.11, 0.11, 0.14, 0.11, 0.10, 0.13, 0.09, 0.09, 0.06, 0.22, -0.15]
}


{
  "formula": "C3H12N4",
  "method": "the ωB97M-V functional and the def2-TZVPD basis",
  "e_above_lowest_kj_mol": 56.0,
  "gap_ha": 0.3659,
  "multiplicity": 1,
  "homo_energy_ev": -9.20,
  "elements": ["N", "C", "N", "H", "H", "H", "H", "N", "C", "C", "N", "H", "H", "H", "H", "H", "H", "H", "H"],
  "coordinates": [[0.502, -0.874, -2.890], [0.087, -1.874, -2.060], [0.845, -2.358, -1.158], [-0.179, -0.263, -3.291], [1.358, -0.417, -2.618], [-0.923, -2.241, -2.246], [0.362, -3.143, -0.730], [-1.948, 0.767, 1.805], [-0.804, 1.331, 1.084], [0.486, 0.695, 1.570], [1.629, 1.278, 0.865], [-2.090, -0.191, 1.521], [-2.796, 1.268, 1.562], [-0.760, 2.402, 1.286], [-0.870, 1.213, -0.006], [0.581, 0.899, 2.637], [0.412, -0.396, 1.464], [2.483, 0.965, 1.296], [1.625, 0.939, -0.091]],
  "lowdin_charge": [0.07, -0.41, 0.05, 0.08, 0.09, 0.11, 0.03, -0.02, -0.31, -0.31, -0.01, 0.05, 0.06, 0.11, 0.10, 0.11, 0.10, 0.06, 0.05]
}


{
  "formula": "C3H12N4",
  "method": "the ωB97M-V functional and the def2-TZVPD basis",
  "e_above_lowest_kj_mol": 82.7,
  "gap_ha": 0.3651,
  "multiplicity": 1,
  "homo_energy_ev": -8.93,
  "elements": ["C", "N", "C", "N", "H", "H", "H", "H", "H", "H", "H", "H", "N", "C", "N", "H", "H", "H", "H"],
  "coordinates": [[-0.194, -0.703, 1.941], [0.364, 0.604, 2.299], [0.070, 1.670, 1.366], [0.704, 1.519, 0.058], [-0.221, -1.328, 2.830], [-1.203, -0.616, 1.510], [0.467, -1.178, 1.216], [0.003, 0.852, 3.205], [0.467, 2.601, 1.775], [-1.008, 1.818, 1.191], [1.702, 1.563, 0.214], [0.450, 0.617, -0.312], [-0.903, -0.246, -2.425], [0.051, -1.210, -2.592], [-0.021, -2.360, -2.049], [-0.765, 0.609, -2.920], [-1.696, -0.521, -1.873], [0.953, -0.808, -3.063], [0.779, -2.885, -2.372]],
  "lowdin_charge": [-0.14, -0.14, -0.35, 0.01, 0.07, 0.07, 0.06, 0.09, 0.11, 0.11, 0.06, 0.02, 0.07, -0.41, 0.05, 0.08, 0.09, 0.12, 0.02]
}


{
  "formula": "C3H12N4",
  "method": "the ωB97M-V functional and the def2-TZVPD basis",
  "e_above_lowest_kj_mol": 203.9,
  "gap_ha": 0.3606,
  "multiplicity": 1,
  "homo_energy_ev": -8.99,
  "elements": ["C", "C", "N", "N", "C", "H", "H", "H", "H", "H", "H", "H", "H", "N", "N", "H", "H", "H", "H"],
  "coordinates": [[1.486, 1.178, -0.179], [0.054, 0.644, -0.102], [-0.946, 1.610, -0.508], [0.874, -1.632, -0.619], [-0.155, -0.643, -0.895], [-0.868, 2.469, 0.024], [-0.936, 1.776, -1.510], [0.599, -2.538, -0.964], [1.746, -1.382, -1.067], [-0.239, -0.391, -1.967], [2.179, 0.482, 0.282], [1.560, 2.130, 0.345], [1.780, 1.338, -1.215], [-1.028, -0.731, 2.267], [-1.888, -1.433, 1.688], [-2.752, -0.879, 1.573], [-1.115, -1.070, -0.545], [-0.177, -1.307, 2.409], [-0.175, 0.379, 0.983]],
  "lowdin_charge": [-0.07, -0.50, 0.03, 0.00, -0.29, 0.07, 0.07, 0.06, 0.06, 0.11, 0.06, 0.07, 0.07, -0.03, -0.01, 0.06, 0.09, 0.06, 0.09]
}


{
  "formula": "C3H12N4",
  "method": "the ωB97M-V functional and the def2-TZVPD basis",
  "e_above_lowest_kj_mol": 86.5,
  "gap_ha": 0.3653,
  "multiplicity": 1,
  "homo_energy_ev": -9.18,
  "elements": ["N", "C", "N", "H", "H", "H", "H", "H", "H", "C", "N", "C", "N", "H", "H", "H", "H", "H", "H"],
  "coordinates": [[2.052, -0.278, -2.238], [2.830, 0.249, -1.102], [2.253, 1.281, -0.269], [1.116, -0.470, -1.889], [1.913, 0.509, -2.866], [3.063, -0.601, -0.459], [3.774, 0.600, -1.520], [1.846, 2.039, -0.793], [1.678, 0.928, 0.473], [-1.732, -0.194, -0.309], [-1.556, -0.825, 0.993], [-2.501, -0.637, 1.971], [-2.215, -0.626, 3.210], [-1.256, -0.800, -1.075], [-2.793, -0.067, -0.507], [-1.251, 0.793, -0.286], [-0.620, -0.774, 1.379], [-3.511, -0.539, 1.560], [-3.089, -0.587, 3.728]],
  "lowdin_charge": [-0.01, -0.38, 0.00, 0.04, 0.05, 0.10, 0.10, 0.06, 0.04, -0.10, -0.08, -0.36, 0.06, 0.07, 0.08, 0.08, 0.12, 0.12, 0.03]
}


{
  "formula": "C3H12N4",
  "method": "the ωB97M-V functional and the def2-TZVPD basis",
  "e_above_lowest_kj_mol": 609.3,
  "total_charge": 2,
  "gap_ha": [0.3359, 0.2570],
  "multiplicity": 1,
  "homo_energy_ev": [-19.29, -17.97],
  "elements": ["C", "C", "C", "N", "N", "N", "N", "H", "H", "H", "H", "H", "H", "H", "H", "H", "H", "H", "H"],
  "coordinates": [[0.963, 0.592, 0.405], [0.653, 1.916, -0.156], [-2.580, -0.872, -0.360], [1.533, -0.341, -0.421], [-0.537, -0.306, 0.792], [2.461, -1.212, -0.007], [-1.693, -0.048, 0.368], [1.360, 0.565, 1.392], [0.364, 1.992, -1.126], [1.592, 2.522, -0.200], [0.109, 2.593, 0.521], [-3.475, -0.880, 0.180], [-2.623, -0.383, -1.354], [-2.085, -1.802, -0.545], [1.411, -0.271, -1.499], [-0.359, -1.356, 0.663], [2.695, -2.094, -0.433], [2.341, -1.355, 1.052], [-2.130, 0.740, 0.729]],
  "lowdin_charge": [-0.20, 0.00, 0.05, 0.01, 0.15, 0.20, -0.02, 0.15, 0.07, 0.14, 0.13, 0.11, 0.15, 0.11, 0.25, 0.18, 0.16, 0.19, 0.17]
}


{
  "formula": "C3H12N4O",
  "method": "the ωB97M-V functional and the def2-TZVPD basis",
  "e_above_lowest_kj_mol": 553.9,
  "gap_ha": [0.2977, 0.2978],
  "multiplicity": 1,
  "homo_energy_ev": [-7.92, -7.92],
  "elements": ["C", "N", "N", "H", "H", "H", "H", "H", "H", "C", "N", "C", "N", "O", "H", "H", "H", "H", "H", "H"],
  "coordinates": [[-0.486, 2.275, 0.938], [-1.556, 1.523, 0.599], [-1.070, -0.008, -0.690], [-1.716, 0.804, 1.303], [-0.962, 0.583, -1.509], [-1.950, -0.506, -0.787], [0.648, 1.630, 0.445], [-0.151, 2.238, 1.978], [-0.480, 3.268, 0.490], [-0.308, -2.383, -0.404], [0.913, -0.485, 0.590], [0.167, -0.953, -0.673], [1.562, 0.731, 0.124], [0.875, -0.737, -1.752], [1.655, -1.174, 0.713], [2.416, 0.894, 0.648], [1.685, 0.511, -0.957], [-0.914, -2.717, -1.245], [0.557, -3.043, -0.331], [-0.886, -2.451, 0.520]],
  "lowdin_charge": [-0.24, 0.04, 0.09, 0.07, 0.10, 0.10, 0.09, 0.08, 0.07, -0.03, -0.02, -0.76, 0.01, -0.18, 0.10, 0.12, 0.13, 0.08, 0.08, 0.07]
}


{
  "formula": "C3H12NO",
  "method": "the ωB97M-V functional and the def2-TZVPD basis",
  "e_above_lowest_kj_mol": 76.5,
  "total_charge": 1,
  "gap_ha": 0.4424,
  "multiplicity": 1,
  "homo_energy_ev": -15.54,
  "elements": ["C", "C", "C", "N", "H", "H", "H", "H", "H", "H", "H", "H", "H", "H", "H", "H", "O"],
  "coordinates": [[0.465, -0.269, -0.436], [0.658, 1.222, -0.860], [-0.603, 1.675, -1.536], [1.460, -0.533, 0.716], [-0.521, -0.398, 0.000], [0.688, -1.094, -1.106], [1.485, 1.203, -1.572], [0.917, 1.731, 0.064], [-0.980, 1.015, -2.320], [-1.424, 1.860, -0.842], [-0.516, 2.611, -2.098], [1.534, -1.518, 1.014], [2.417, -0.310, 0.463], [1.063, -0.074, 1.534], [-1.859, -2.062, 2.496], [-2.498, -1.610, 1.169], [-1.674, -1.662, 1.630]],
  "lowdin_charge": [-0.13, -0.22, -0.11, 0.18, 0.09, 0.13, 0.12, 0.11, 0.09, 0.09, 0.09, 0.17, 0.17, 0.16, 0.06, 0.04, -0.05]
}


{
  "formula": "C3H12NO",
  "method": "the ωB97M-V functional and the def2-TZVPD basis",
  "e_above_lowest_kj_mol": 19.0,
  "total_charge": 1,
  "gap_ha": 0.4836,
  "multiplicity": 1,
  "homo_energy_ev": -16.48,
  "elements": ["C", "C", "C", "N", "H", "H", "H", "H", "H", "H", "H", "H", "H", "H", "H", "H", "O"],
  "coordinates": [[-0.170, -1.968, 0.605], [0.277, -0.608, 0.217], [0.460, -0.415, -1.287], [-0.785, 0.405, 0.668], [-0.359, -2.066, 1.661], [-1.015, -2.350, 0.069], [0.615, -2.707, 0.401], [1.143, -0.259, 0.795], [-0.337, -0.878, -1.871], [1.323, -0.945, -1.649], [0.538, 0.647, -1.530], [-0.985, 0.340, 1.670], [-0.510, 1.400, 0.545], [-1.631, 0.209, 0.128], [0.108, 3.547, 0.374], [0.696, 2.865, -0.885], [0.632, 2.786, 0.092]],
  "lowdin_charge": [-0.05, -0.38, -0.03, 0.19, 0.09, 0.09, 0.11, 0.16, 0.10, 0.09, 0.07, 0.17, 0.11, 0.17, 0.07, 0.08, -0.05]
}


{
  "formula": "C3H12NO",
  "method": "the ωB97M-V functional and the def2-TZVPD basis",
  "e_above_lowest_kj_mol": 63.6,
  "total_charge": 1,
  "gap_ha": 0.4470,
  "multiplicity": 1,
  "homo_energy_ev": -15.51,
  "elements": ["C", "C", "C", "N", "H", "H", "H", "H", "H", "H", "H", "H", "H", "H", "H", "H", "O"],
  "coordinates": [[-0.091, -0.936, -0.504], [-0.372, 0.439, -1.122], [-1.652, 0.284, -1.951], [0.257, -1.020, 0.974], [0.850, -1.350, -0.903], [-0.848, -1.696, -0.701], [-0.475, 1.151, -0.302], [0.499, 0.766, -1.721], [-2.552, 0.224, -1.311], [-1.693, -0.622, -2.542], [-1.999, 1.172, -2.485], [0.828, -0.197, 1.325], [0.695, -1.927, 1.120], [-0.543, -1.040, 1.615], [1.135, 1.901, 2.305], [2.506, 1.218, 1.933], [1.554, 1.082, 2.023]],
  "lowdin_charge": [-0.16, -0.22, -0.10, 0.16, 0.13, 0.13, 0.10, 0.12, 0.09, 0.08, 0.08, 0.09, 0.16, 0.17, 0.09, 0.09, -0.02]
}


Repeat the first record exactly.
{
  "formula": "C3H12N3S",
  "method": "the ωB97M-V functional and the def2-TZVPD basis",
  "e_above_lowest_kj_mol": 351.6,
  "total_charge": 1,
  "gap_ha": 0.3967,
  "multiplicity": 1,
  "homo_energy_ev": -13.80,
  "elements": ["C", "C", "C", "N", "N", "N", "S", "H", "H", "H", "H", "H", "H", "H", "H", "H", "H", "H", "H"],
  "coordinates": [[1.688, -0.336, 0.526], [0.799, 1.426, -0.814], [-0.724, -0.253, 0.202], [-0.919, -1.560, 0.714], [-1.673, -0.192, -1.272], [0.672, -0.032, -0.381], [-0.944, 1.032, 1.447], [1.581, 0.236, 1.522], [1.548, -1.414, 0.740], [2.644, -0.261, 0.064], [-0.100, 1.710, -1.513], [1.117, 1.989, 0.148], [1.724, 1.423, -1.408], [-0.834, -1.557, 1.769], [-0.787, -2.299, 0.064], [-2.003, 0.856, -1.199], [-2.492, -0.782, -1.076], [0.759, -0.578, -1.308], [-2.056, 0.592, 1.775]],
  "lowdin_charge": [-0.08, -0.04, -0.77, 0.05, 0.05, -0.26, 0.92, 0.13, 0.11, 0.11, 0.14, 0.11, 0.10, 0.13, 0.09, 0.09, 0.06, 0.22, -0.15]
}